1.
# C3H7N2O

A gas-phase ion, C3H7N2O (charge +1) at a distorted geometry (wB97M-V/def2-TZVPD, the OMol25 dataset).

```
13
Properties=species:S:1:pos:R:3:forces:R:3
N -2.600564 0.170705 0.038246 -0.68 1.25 -2.01
H -3.038074 -0.013908 0.926952 0.45 -0.05 1.23
H -2.639601 1.246087 -0.102006 -0.43 -2.01 -0.24
H 3.268358 0.911133 0.009183 1.32 3.22 -0.45
H 1.125101 -1.190946 0.107565 1.00 0.96 -0.80
H -0.793156 -1.047361 0.445287 -1.06 0.28 -0.42
N 0.940137 0.896663 -0.412551 2.46 -1.16 0.07
C 3.043359 -0.071085 0.001658 -2.70 -1.92 0.28
H 3.810885 -0.740767 0.344073 -0.32 -0.62 -0.21
H -3.247895 -0.418146 -0.599642 1.18 1.70 0.46
C 1.679426 -0.241536 -0.162793 0.10 -1.08 1.23
C -1.206774 -0.225859 -0.168810 2.42 -2.49 1.25
O -0.341197 0.725018 -0.427160 -3.75 1.91 -0.38
```
Forces are in eV/Å.

Properties
LUMO (spin up / spin down), eV: -4.544 / -4.805
Highest occupied orbital energy (spin up / spin down), eV: -13.07 / -12.62
Total charge: +1
2S+1: 1

These are the Mulliken partial charges, in e, on atoms 1 to 6: -0.253 0.356 0.390 0.350 0.163 0.199

=====

2.
# Cl2H6MgO3

A molecular structure, Cl2H6MgO3 at a distorted geometry (wB97M-V/def2-TZVPD, the OMol25 dataset).

```
12
Properties=species:S:1:pos:R:3:forces:R:3
O 2.261142 12.897725 -4.733392 -0.99 -1.39 0.17
H 1.325105 12.789198 -4.951029 0.13 0.14 0.12
Cl 3.675512 15.348709 -7.246568 -0.13 -0.25 -0.01
H 2.524241 12.067149 -4.320827 0.13 0.18 0.00
H 5.071976 12.657694 -4.747149 0.06 0.17 0.03
H 0.342764 14.963020 -5.988778 0.21 0.22 -0.15
Mg 3.121856 14.571472 -5.134246 0.67 2.36 -0.26
O 1.013536 15.313423 -5.389613 -0.46 -0.40 0.08
H 0.655212 16.148304 -5.061138 0.38 -0.05 0.13
H 5.732629 13.864143 -5.435521 -0.32 0.27 -0.10
O 4.895108 13.548495 -5.070452 0.62 -0.83 0.20
Cl 3.566424 16.056069 -3.373533 -0.29 -0.41 -0.19
```
Forces are in eV/Å.

Properties
LUMO, eV: -0.801
Highest occupied orbital energy, eV: -8.88
2S+1: 1

These are the Mulliken partial charges, in e, on atoms 1 to 6: -0.325 0.310 -0.684 0.303 0.285 0.283

=====

3.
# C3H3O3Rh

A molecular structure, C3H3O3Rh at a distorted geometry (wB97M-V/def2-TZVPD, the OMol25 dataset).

```
10
Properties=species:S:1:pos:R:3:forces:R:3
Rh -0.573344 1.237394 3.216084 -0.15 -0.32 2.95
H 0.703522 -1.010126 0.457187 0.08 0.96 -0.18
O 0.110530 0.968000 -0.117878 -0.76 -0.32 3.13
C 0.629477 -0.310373 -0.412858 1.77 -2.01 -0.05
O -0.983723 2.075355 1.402969 0.27 -0.03 0.03
C -0.217344 -1.109881 -1.366180 -1.56 0.05 -1.52
O -1.396649 -1.336993 -1.219379 1.33 0.41 0.34
C -0.234621 1.102589 1.167971 -0.44 1.41 -5.26
H 0.328404 -1.425433 -2.283757 -0.19 -0.27 0.36
H 1.633748 -0.190533 -0.844158 -0.35 0.14 0.20
```
Forces are in eV/Å.

Properties
LUMO (spin up / spin down), eV: -5.287 / -9.279
<S²>: 8.76
Highest occupied orbital energy (spin up / spin down), eV: -12.99 / -14.22
Total charge: +1
2S+1: 6

These are the Mulliken partial charges, in e, on atoms 1 to 6: 0.153 0.291 -0.220 -0.133 -0.272 -0.028

=====

Electronic energy? In order: -8239.0576 -36734.6158 -12293.7800 eV.
Energy above the lowest of the compared OMol25 structures with the same formula, charge and spin? In order: 163.3 0.0 32.5 kcal per mole.